No. 1
Below is a cluster of 2 separate species, C4H7NOS in total at a distorted geometry, with properties calculated with ωB97M-V/def2-TZVPD.

CARTESIAN COORDINATES (ANGSTROEM)
C1 -0.20422 0.50134 1.31285
C2 -0.48382 -0.00180 0.12189
C3 -0.67985 0.78646 -1.12830
S1 -0.68049 -1.75665 -0.13392
H1 -0.08570 1.56359 1.44031
H2 -0.06297 -0.10729 2.18954
H3 -0.73355 1.84977 -0.90607
H4 -1.59681 0.47697 -1.63028
H5 0.15042 0.61487 -1.81508
H6 -0.38840 -2.12178 1.11064
N1 2.66993 -1.43885 0.01310
C4 2.58328 -0.26206 -0.14200
O1 2.64959 0.89114 -0.13477
H7 2.27734 -2.25943 -0.39111

Forces on atoms 1 to 3 (eV/Å):
0.01 0.16 -0.01
-0.17 -0.54 0.23
0.03 0.04 -0.07

- Energy above the lowest of the compared OMol25 structures with the same formula, charge and spin: 0.8447 eV
- E_LUMO: 0.64 eV
- SMILES string: C=C(C)S.N=C=O

***

No. 2
Below is a structure of composition C15H11BCl3F4GeN3Rh at a distorted geometry, with properties calculated with ωB97M-V/def2-TZVPD.

CARTESIAN COORDINATES (ANGSTROEM)
Rh1 0.67251 -0.17467 0.62378
C1 -0.33181 -4.32264 1.38285
C2 -1.61725 -4.36686 0.87753
C3 -2.17889 -3.21915 0.32611
C4 -1.42838 -2.06325 0.28049
N1 -0.15074 -2.03559 0.76388
C5 0.38067 -3.13640 1.30331
C6 -1.94161 -0.77020 -0.22142
C7 -3.19411 -0.49394 -0.75139
C8 -3.47391 0.81383 -1.13408
C9 -2.54191 1.83382 -0.99104
C10 -1.30120 1.52121 -0.44374
N2 -1.06405 0.23569 -0.09864
C11 -0.19332 2.41124 -0.17680
C12 -0.18780 3.82411 -0.61651
C13 0.93330 4.61193 -0.04766
C14 1.95320 4.01067 0.59480
C15 1.93592 2.60351 0.76834
N3 0.89793 1.85564 0.41741
H1 0.13061 -5.19016 1.83110
H2 -2.19232 -5.28234 0.91362
H3 -3.19018 -3.24027 -0.05330
H4 1.39432 -3.05216 1.66845
H5 -3.94326 -1.26358 -0.86272
H6 -4.44540 1.04273 -1.55154
H7 -2.77729 2.84143 -1.30185
H8 -1.14578 4.31345 -0.44067
H9 0.91952 5.68026 -0.21891
H10 2.79851 4.57005 0.96854
H11 2.76730 2.07564 1.21903
F1 2.80205 -1.97296 -0.45533
B1 3.55828 -1.54399 0.84016
F2 4.60772 -0.82119 0.48019
F3 3.71922 -2.65420 1.54717
F4 2.47036 -0.65276 1.43372
Cl1 0.59425 -1.72207 -2.84611
Ge1 1.63571 -0.65504 -1.38302
Cl2 3.12035 0.56044 -2.20718
Cl3 0.00751 3.82777 -2.43855

Forces on atoms 1 to 3 (eV/Å):
-0.73 0.24 0.55
0.00 -0.02 -0.02
0.02 -0.05 0.03

- Energy above the lowest of the compared OMol25 structures with the same formula, charge and spin: 0.0767 eV
- Spin multiplicity: 2
- E_LUMO (spin up / spin down): -8.52 / -8.87 eV
- Net charge: +2

***

No. 3
Below is an isolated molecule of C3H2N2O3 at a distorted geometry, with properties calculated with ωB97M-V/def2-TZVPD.

CARTESIAN COORDINATES (ANGSTROEM)
C1 1.05118 0.68817 -0.06376
C2 0.88040 -0.65785 0.07335
C3 -0.02439 1.52441 -0.06683
N1 -0.44279 -1.11008 0.06221
N2 -1.28693 -0.10582 0.04246
O1 -0.77795 -2.33423 0.03701
O2 -2.50121 -0.26161 -0.05129
O3 -0.50819 2.53903 0.07318
H1 1.99383 1.04508 -0.22260
H2 1.61607 -1.32712 0.11627

Forces on atoms 1 to 3 (eV/Å):
-1.27 -1.24 0.14
-3.30 1.41 -0.38
0.24 -2.54 0.29

- Energy above the lowest of the compared OMol25 structures with the same formula, charge and spin: 1.3350 eV
- Spin multiplicity: 3
- E_LUMO (spin up / spin down): 0.59 / -2.36 eV

***

No. 4
Below is an isolated molecule of C8H6N2O2 at a distorted geometry, with properties calculated with ωB97M-V/def2-TZVPD.

CARTESIAN COORDINATES (ANGSTROEM)
N1 -3.47642 -0.78424 1.22414
C1 -2.67264 -0.66792 0.38288
C2 -1.77737 -0.63640 -0.83563
C3 -0.28221 -0.34637 -0.36888
C4 0.57677 -1.45379 -0.27510
C5 1.87745 -1.27468 0.09663
C6 2.35510 -0.06868 0.64282
C7 1.56414 1.00223 0.60212
C8 0.17770 0.93222 0.06152
N2 -0.59266 2.15498 -0.05733
O1 -1.85073 2.10657 0.14653
O2 0.04586 3.22008 -0.19494
H1 -1.83774 -1.65299 -1.27280
H2 -2.08030 0.07605 -1.53573
H3 0.22452 -2.40890 -0.65165
H4 2.50534 -2.16025 -0.00791
H5 3.33037 0.06918 1.02784
H6 1.91282 1.89292 1.01550

Forces on atoms 1 to 3 (eV/Å):
1.99 0.27 -1.71
-1.51 -0.16 0.37
1.63 -1.18 2.66

- Energy above the lowest of the compared OMol25 structures with the same formula, charge and spin: 4.7619 eV
- E_LUMO: -1.16 eV
- SMILES string: N#CCc1ccccc1[N+](=O)[O-]

***

No. 5
Below is a structure of composition C5H9NO, with properties calculated with ωB97M-V/def2-TZVPD.

CARTESIAN COORDINATES (ANGSTROEM)
C1 -1.40306 -1.34525 -0.78158
C2 -0.80040 -0.09354 -0.22735
O1 -1.22149 0.20489 1.12515
C3 0.67266 -0.06074 0.22427
C4 1.73834 0.51931 -0.68044
C5 0.05568 0.68489 1.37942
N1 0.30708 1.59178 2.20774
H1 -1.01820 -1.50476 -1.79329
H2 -2.49171 -1.25116 -0.82705
H3 -1.14446 -2.20111 -0.15180
H4 -1.03046 0.78646 -0.84421
H5 -0.64253 1.76143 2.55447
H6 0.94577 -1.06509 0.57260
H7 2.65851 0.73760 -0.13188
H8 1.39557 1.44150 -1.15969
H9 1.97870 -0.20621 -1.46636

Forces on atoms 1 to 3 (eV/Å):
-0.03 -0.10 -0.04
-0.04 -0.25 -0.47
0.06 0.08 -0.04

- Energy above the lowest of the compared OMol25 structures with the same formula, charge and spin: 1.5688 eV
- E_LUMO: 0.99 eV

***

No. 6
Below is a structure of composition C4H3LiO6Tm at a distorted geometry, with properties calculated with ωB97M-V/def2-TZVPD.

CARTESIAN COORDINATES (ANGSTROEM)
O1 0.86007 -0.65841 3.81030
C1 0.10957 -0.55187 2.77025
O2 -1.15033 -0.71609 2.92901
O3 0.64538 -0.28087 1.63880
C2 0.26023 -1.00877 0.41157
O4 -0.35075 -0.19521 -1.73428
C3 -0.37748 0.71295 -2.71980
C4 0.61472 -0.06887 -0.68935
O5 0.47469 1.63529 -2.77071
O6 -1.27310 0.55983 -3.59132
Tm1 -0.88652 -1.12592 5.44764
Li1 -0.48122 2.14558 -4.42668
H1 -0.82999 -1.16290 0.45708
H2 0.67923 0.99917 -0.40863
H3 1.70551 -0.28393 -1.12389

Forces on atoms 1 to 3 (eV/Å):
-0.46 0.16 0.61
-1.52 -1.11 2.97
0.14 -0.19 0.52

- Energy above the lowest of the compared OMol25 structures with the same formula, charge and spin: 0.0000 eV
- Spin multiplicity: 3
- E_LUMO (spin up / spin down): -5.98 / -5.94 eV
- Net charge: +1

***

No. 7
Below is a structure of composition C18H33N6O9 at a distorted geometry, with properties calculated with ωB97M-V/def2-TZVPD.

CARTESIAN COORDINATES (ANGSTROEM)
N1 1.14659 -1.29839 -0.20787
O1 0.95047 -2.26760 -0.96880
O2 1.31146 -1.54619 1.03999
O3 1.63513 -0.29659 -0.65807
C1 -1.85635 2.42558 -0.92282
C2 -0.38266 2.12283 -1.26261
C3 0.66818 2.68040 -0.35342
C4 0.24025 3.84110 0.71346
C5 -1.12742 4.10017 0.79048
C6 -2.18272 3.34766 -0.04965
N2 1.20255 4.43312 1.69287
O4 0.65472 4.91874 2.75990
O5 2.31195 4.53150 1.42478
H1 -2.67900 1.98022 -1.45552
H2 -0.28965 1.50087 -2.12822
H3 1.70687 2.26700 -0.40239
H4 -1.38352 4.61943 1.69310
H5 -3.40433 3.54995 -0.07690
C7 5.32979 2.34137 1.61500
O6 6.41190 2.80381 2.01964
N3 5.05423 1.00126 1.71526
C8 3.83688 0.60962 1.44012
C9 6.15437 0.10452 1.97238
H6 4.42441 2.83778 1.05677
H7 3.11553 1.46461 0.98675
H8 3.33280 0.30008 2.33684
H9 3.72551 -0.35952 0.75431
H10 5.80917 -0.92232 2.30081
H11 6.54091 0.40548 2.73562
H12 7.00043 0.03000 1.17113
C10 -0.36082 -0.83916 -4.14194
O7 -1.42528 -0.37340 -4.18106
N4 0.09304 -1.66500 -5.09189
C11 1.44137 -2.22547 -5.05633
C12 -0.83307 -1.99567 -6.24065
H13 0.42309 -0.51342 -3.35298
H14 2.33189 -1.30886 -4.64629
H15 1.73197 -2.96366 -5.78948
H16 1.41826 -2.64696 -4.08020
H17 -1.01303 -1.06843 -6.69978
H18 -1.89270 -2.40350 -6.08342
H19 -0.49175 -2.74300 -6.99581
C13 -2.76106 -0.04977 4.24714
O8 -2.88538 -1.19155 4.03491
N5 -1.93555 0.74852 3.74004
C14 -1.65235 2.15014 4.10966
C15 -1.04720 0.21939 2.58518
H20 -3.41029 0.39428 5.05340
H21 -0.51667 2.19036 4.46892
H22 -2.26302 2.35006 4.91378
H23 -1.82932 2.86005 3.28482
H24 -0.74011 -0.84582 2.74519
H25 -0.15386 0.69330 2.53953
H26 -1.51813 0.54695 1.76955
C16 -2.04287 -3.60596 0.61873
O9 -1.80739 -4.53188 1.36126
N6 -3.19202 -3.39046 -0.15191
C17 -3.40187 -2.35878 -1.07508
C18 -4.27511 -4.33918 -0.06919
H27 -1.27808 -2.92526 0.30497
H28 -4.20327 -2.02727 -1.51212
H29 -2.93774 -2.55322 -1.99154
H30 -2.78334 -1.40440 -0.65682
H31 -5.23630 -3.74093 0.41734
H32 -4.31288 -5.05045 0.86521
H33 -4.49759 -4.91806 -0.97609

Forces on atoms 1 to 3 (eV/Å):
3.72 -4.04 1.98
-1.88 -0.14 -0.48
-1.69 0.71 -0.43

- Energy above the lowest of the compared OMol25 structures with the same formula, charge and spin: 2.4764 eV
- E_LUMO: 1.39 eV
- Net charge: -1

***

No. 8
Below is an isolated molecule of C4H6O at a distorted geometry, with properties calculated with ωB97M-V/def2-TZVPD.

CARTESIAN COORDINATES (ANGSTROEM)
C1 -2.59220 -0.21901 -0.09106
C2 -1.40859 0.06772 0.10597
C3 -0.02627 0.78910 0.00743
C4 0.91498 -0.44288 -0.00524
O1 2.27867 0.00703 -0.18895
H1 -3.47286 -0.85814 -0.32858
H2 -0.27373 1.53482 -0.86668
H3 0.21779 1.75918 0.61516
H4 0.71643 -0.78945 1.17223
H5 0.59680 -1.16714 -0.76269
H6 3.04897 -0.68123 0.34241

Forces on atoms 1 to 3 (eV/Å):
1.67 -1.26 0.08
-1.31 1.96 -0.18
-2.61 1.80 -1.30

- Energy above the lowest of the compared OMol25 structures with the same formula, charge and spin: 3.8733 eV
- E_LUMO: 0.58 eV
- SMILES string: C#CCCO

***

No. 9
Below is a cluster of 2 separate species, CH2N4O2 in total at a distorted geometry, with properties calculated with ωB97M-V/def2-TZVPD.

CARTESIAN COORDINATES (ANGSTROEM)
H1 -0.26725 -1.77915 -1.33972
N1 0.09934 -1.59662 -0.40423
N2 -0.71119 -0.75426 0.26014
N3 -1.35194 0.23046 0.22395
N4 -2.36480 0.74892 0.66904
H2 -2.33515 1.76706 0.67010
O1 1.43804 1.15313 -0.29063
C1 2.30468 0.45172 -0.02588
O2 3.18827 -0.22127 0.23723

Forces on atoms 1 to 3 (eV/Å):
-0.40 0.43 -0.19
-2.23 1.88 2.17
3.49 -3.53 -1.75

- Energy above the lowest of the compared OMol25 structures with the same formula, charge and spin: 3.0358 eV
- E_LUMO (spin up / spin down): -0.41 / -0.41 eV
- SMILES string: [H]/N=N\N=N\[H].O=C=O

***

No. 10
Below is a structure of composition C5H12NO2 at a distorted geometry, with properties calculated with ωB97M-V/def2-TZVPD.

CARTESIAN COORDINATES (ANGSTROEM)
N1 -1.45804 0.80918 0.74224
C1 -2.28638 -0.14104 0.00580
C2 -1.37713 -1.16561 -0.72892
C3 -0.13053 -0.18967 -0.95630
C4 -0.08016 0.73146 0.26019
C5 0.87632 0.21400 1.35539
O1 2.21900 0.25124 1.06445
H1 -1.41420 0.41088 1.69599
H2 -2.69910 0.34815 -0.84268
H3 -3.11037 -0.71260 0.69191
H4 -1.79116 -1.48066 -1.70573
H5 -1.10209 -1.96938 -0.11103
H6 -0.38699 0.31580 -1.85585
H7 0.88194 -0.84651 -1.12553
H8 0.25108 1.73455 -0.04482
H9 0.45860 -0.80774 1.62330
H10 0.71307 0.97003 2.17913
H11 3.17681 0.13040 0.11574
H12 3.33427 0.94711 -1.48086
O2 3.92506 0.45039 -0.88241

Forces on atoms 1 to 3 (eV/Å):
-0.59 -0.97 1.75
-0.98 -2.44 0.63
0.87 2.45 -0.22

- Energy above the lowest of the compared OMol25 structures with the same formula, charge and spin: 3.4672 eV
- E_LUMO: 3.66 eV
- Net charge: -1

***

No. 11
Below is a structure of composition CHCoF3NO6S2 at a distorted geometry, with properties calculated with ωB97M-V/def2-TZVPD.

CARTESIAN COORDINATES (ANGSTROEM)
N1 -0.09030 0.54409 0.95766
S1 1.19703 1.86414 0.54552
O1 0.61260 3.01471 1.30739
O2 2.36705 1.25602 1.25617
S2 -0.44664 -0.51154 -0.07612
O3 -0.77245 0.02495 -1.50741
O4 -1.71090 -1.16398 0.43223
C1 0.73711 -1.90584 -0.37768
F1 1.65688 -1.48810 -1.23106
F2 1.29084 -2.21141 0.78188
F3 0.09945 -2.95137 -0.86522
O5 -2.42238 1.07023 -1.16582
Co1 -2.76501 0.50802 0.59998
O6 -3.53161 2.16227 0.22721
H1 -3.00645 2.96636 0.24769

Forces on atoms 1 to 3 (eV/Å):
-0.21 -1.15 -0.79
0.96 0.86 1.74
0.40 -1.29 -0.89

- Spin multiplicity: 4
- E_LUMO (spin up / spin down): 1.58 / 1.72 eV
- Net charge: -1

***

No. 12
Below is a structure of composition C2H6FOSn at a distorted geometry, with properties calculated with ωB97M-V/def2-TZVPD.

CARTESIAN COORDINATES (ANGSTROEM)
Sn1 -2.94154 -0.57127 -2.23574
F1 -3.27914 -3.03947 -0.57925
C1 1.59639 0.69901 0.38572
C2 0.23465 0.01745 0.67703
O1 -0.49351 -0.11838 -0.60324
H1 1.57270 1.75016 0.67316
H2 1.77727 0.69002 -0.68914
H3 2.35539 0.15116 0.94419
H4 -0.48259 0.61383 1.24095
H5 0.23763 -0.93120 1.21383
H6 -0.57721 0.73873 -1.02746

Forces on atoms 1 to 3 (eV/Å):
0.50 -2.99 2.69
0.32 2.79 -1.90
-1.00 -0.44 0.57

- Energy above the lowest of the compared OMol25 structures with the same formula, charge and spin: 3.5934 eV
- E_LUMO: -7.96 eV
- Net charge: +1